Record 1
84
Properties=species:S:1:pos:R:3:lowdin_charge:R:1 method="wB97M-V/def2-TZVPD" homo_ev="-9.7 / -9.7" spin_multiplicity=1 charge=+1 e_lumo_ev="-5.6 / -5.6"
Ga 0.803 -2.462 0.863 0.7847
C -2.602 2.682 2.253 -0.1082
C -2.790 3.166 0.927 -0.1129
C -3.748 1.073 1.056 -0.1213
C -3.296 1.439 2.343 -0.1040
C -3.506 2.171 0.191 -0.1231
C -1.870 3.355 3.346 0.0068
H -1.387 4.270 2.977 0.0825
H -1.085 2.679 3.734 0.1051
H -2.556 3.604 4.175 0.1115
C -3.580 0.674 3.571 0.0164
H -2.895 -0.172 3.722 0.0981
H -4.592 0.261 3.557 0.1018
H -3.498 1.306 4.466 0.1017
C -4.352 -0.251 0.743 0.0112
H -5.248 -0.417 1.359 0.1050
H -3.642 -1.069 0.960 0.1132
H -4.615 -0.295 -0.317 0.0805
C -3.909 2.273 -1.219 0.0039
H -4.506 3.173 -1.407 0.1080
H -4.524 1.416 -1.517 0.0883
H -3.033 2.328 -1.876 0.0764
C -2.328 4.442 0.355 0.0078
H -3.143 4.962 -0.172 0.1094
H -1.506 4.291 -0.368 0.0743
H -1.972 5.093 1.158 0.0866
C 1.128 2.534 0.851 -0.0869
C 1.145 3.848 0.489 -0.0989
C 1.343 4.500 -0.876 -0.1856
C 1.310 3.509 -2.053 -0.1847
C -0.066 2.952 -2.150 -0.1328
C -0.404 1.701 -1.849 -0.0964
C 0.459 0.777 -1.001 -0.1727
C 1.506 1.367 0.002 -0.2019
H 2.283 5.068 -0.870 0.1177
H 2.114 2.791 -1.915 0.1012
H 0.576 5.269 -1.041 0.1055
H 2.464 1.530 -0.528 0.1015
H 0.964 2.323 1.925 0.0869
H 1.065 4.574 1.308 0.0997
H 1.771 0.563 0.705 0.0721
H -0.224 0.158 -0.389 0.0844
H -1.373 1.270 -2.100 0.0862
H 1.038 0.070 -1.640 0.0762
H 1.548 4.058 -2.974 0.1234
H -0.827 3.639 -2.522 0.1095
P 2.471 -2.526 -1.682 0.6934
P 0.240 -3.722 -3.310 0.7887
C 3.051 -3.677 -3.070 -0.4137
C 1.918 -4.486 -3.695 -0.4528
H 3.793 -4.375 -2.647 0.0716
H 3.564 -3.067 -3.830 0.0745
H 2.038 -4.576 -4.790 0.0772
H 1.874 -5.501 -3.263 0.0763
C -0.622 -5.010 -4.345 -0.3349
H -1.671 -4.708 -4.469 0.0283
H -0.597 -5.965 -3.799 0.0322
H -0.137 -5.136 -5.336 0.0449
C 0.260 -2.447 -4.655 -0.3151
H 0.765 -2.808 -5.566 0.0474
H 0.730 -1.521 -4.308 0.0134
H -0.792 -2.210 -4.878 0.0335
C 3.617 -3.236 -0.429 -0.3532
H 3.558 -2.662 0.506 -0.0050
H 4.635 -3.251 -0.830 0.0492
H 3.279 -4.256 -0.230 0.0409
C 3.478 -1.085 -2.275 -0.2879
H 3.269 -0.863 -3.330 0.0416
H 4.556 -1.273 -2.165 0.0490
H 3.210 -0.194 -1.702 -0.0013
C 1.737 -3.042 4.075 0.0224
C 0.891 -1.845 3.649 -0.4450
O 0.056 -1.953 2.512 -0.3240
C -0.149 -1.503 4.756 -0.4991
F 0.363 -1.526 6.021 0.1401
F -0.717 -0.282 4.571 0.1186
F -1.150 -2.423 4.685 0.1387
C 1.808 -0.640 3.368 -0.4958
F 2.740 -0.371 4.308 0.1699
F 2.535 -0.894 2.205 0.0351
F 1.126 0.500 3.112 0.1214
H 1.150 -3.963 3.995 0.1114
H 2.030 -2.872 5.111 0.0995
H 2.653 -3.121 3.476 0.1001

***

Record 2
84
Properties=species:S:1:pos:R:3:mulliken_spin:R:1 method="wB97M-V/def2-TZVPD" homo_ev="-12.9 / -13.5" spin_multiplicity=5 charge=+2 s2=6.0295 e_lumo_ev="-5.4 / -8.7"
Pd -0.546 2.864 0.792 0.4048
C 1.115 0.313 4.047 0.3323
C 2.136 0.816 3.194 0.2947
C 0.230 2.048 2.740 0.3083
C -0.029 1.098 3.866 0.1185
C 1.642 1.936 2.506 0.1699
C 1.303 -0.691 5.118 0.0237
H 2.282 -1.174 5.039 -0.0007
H 0.512 -1.446 5.040 0.0051
H 1.243 -0.229 6.118 0.0087
C -1.151 1.122 4.820 0.0666
H -0.977 0.372 5.608 -0.0049
H -2.114 0.884 4.356 0.0217
H -1.224 2.095 5.339 0.0251
C -0.588 3.330 2.714 0.0639
H -0.223 4.001 3.482 0.0264
H -1.666 3.187 2.831 0.0241
H -0.325 4.165 1.839 0.0057
C 2.492 2.954 1.882 0.0396
H 2.896 3.575 2.698 0.0277
H 1.962 3.604 1.179 0.0081
H 3.341 2.501 1.365 0.0040
C 3.550 0.412 3.216 -0.0008
H 4.105 1.059 3.921 0.0127
H 4.036 0.503 2.229 -0.0014
H 3.658 -0.622 3.575 0.0002
C -0.341 -1.408 0.722 -0.0107
C 0.678 -1.945 1.402 0.0315
C 2.079 -2.069 0.933 0.0119
C 2.476 -1.392 -0.399 0.0022
C 2.375 0.088 -0.459 0.0197
C 1.322 0.741 -0.971 0.0200
C 0.055 0.087 -1.402 0.0019
C -0.468 -1.233 -0.759 0.0148
H 2.298 -3.132 0.811 0.0005
H 1.938 -1.851 -1.239 0.0003
H 2.747 -1.695 1.719 -0.0117
H 0.023 -2.090 -1.274 0.0015
H -1.205 -1.046 1.305 0.0006
H 0.504 -2.179 2.455 -0.0002
H -1.561 -1.239 -0.986 0.0030
H -0.775 0.810 -1.493 -0.0147
H 1.348 1.836 -1.112 -0.0050
H 0.318 -0.186 -2.457 0.0277
H 3.546 -1.607 -0.571 0.0008
H 3.250 0.665 -0.152 -0.0054
P -0.387 -0.415 -4.586 0.4112
P -0.323 2.346 -5.706 0.2830
C -0.580 -0.329 -6.444 0.0235
C -0.975 1.075 -6.877 0.0110
H -1.341 -1.072 -6.729 0.0062
H 0.372 -0.643 -6.898 -0.0023
H -0.574 1.278 -7.878 0.0047
H -2.064 1.169 -6.948 -0.0042
C -1.082 3.732 -6.679 0.0584
H -0.692 4.695 -6.325 -0.0022
H -2.173 3.716 -6.564 -0.0021
H -0.826 3.605 -7.742 0.0165
C 1.282 2.447 -6.603 0.0234
H 1.096 2.415 -7.679 0.0088
H 1.928 1.615 -6.326 -0.0009
H 1.782 3.388 -6.369 -0.0019
C -2.000 -1.255 -4.323 0.0408
H -2.132 -1.552 -3.278 -0.0087
H -2.056 -2.138 -4.972 0.0157
H -2.801 -0.556 -4.596 0.0009
C 0.770 -1.840 -4.636 0.0560
H 1.707 -1.519 -5.107 0.0018
H 0.339 -2.654 -5.231 0.0146
H 1.005 -2.211 -3.633 -0.0071
C -2.743 -2.259 5.466 -0.0084
C -2.329 -2.193 3.984 -0.0391
O -1.338 -1.421 3.674 0.7794
C -2.010 -3.698 3.501 0.1005
F -2.982 -4.570 3.893 0.0162
F -1.853 -3.823 2.165 0.0047
F -0.844 -4.108 4.098 0.0064
C -3.669 -1.696 3.231 0.1002
F -4.747 -2.487 3.520 0.0148
F -3.973 -0.445 3.679 0.0055
F -3.556 -1.634 1.886 0.0042
H -1.912 -2.645 6.057 -0.0009
H -3.617 -2.899 5.578 -0.0024
H -2.971 -1.250 5.813 -0.0006

***

Record 3
103
Properties=species:S:1:pos:R:3:lowdin_charge:R:1 method="wB97M-V/def2-TZVPD" homo_ev=-2.8 spin_multiplicity=1 charge=-2 e_lumo_ev=4.0
Sn 0.344 -1.040 -0.083 1.3484
Br -0.359 -0.057 5.267 0.5372
C 0.478 -1.098 3.874 -1.0741
Br 1.927 -0.160 3.008 0.6233
H -0.268 -1.336 3.128 -0.0414
H 0.890 -1.985 4.327 -0.0211
C -2.178 -2.439 -2.312 -0.0188
C -3.145 -1.775 -1.342 -0.6245
C -3.662 -2.795 -0.332 -0.0177
C -4.299 -1.124 -2.099 -0.0259
O -2.380 -0.780 -0.640 -0.2563
Si -2.798 0.509 0.304 -0.1621
S -1.049 0.973 1.302 0.2649
O -3.538 1.709 -0.549 -0.1504
C -3.054 2.736 -1.412 -0.6496
C -4.228 3.130 -2.302 -0.0371
C -1.888 2.242 -2.251 -0.0427
C -2.615 3.924 -0.557 -0.0377
O -4.026 -0.032 1.276 -0.1532
C -4.858 0.638 2.216 -0.6549
C -6.152 1.031 1.504 -0.0343
C -5.137 -0.373 3.324 -0.0334
C -4.198 1.880 2.818 -0.0495
H -2.697 -3.185 -2.917 0.0908
H -1.373 -2.932 -1.760 0.0686
H -1.715 -1.698 -2.966 0.0748
H -4.168 -3.616 -0.847 0.0881
H -4.347 -2.320 0.372 0.0743
H -2.820 -3.199 0.237 0.0742
H -4.863 -1.890 -2.637 0.0832
H -3.910 -0.399 -2.819 0.0806
H -4.971 -0.604 -1.410 0.0791
H -4.532 2.279 -2.918 0.0790
H -3.938 3.956 -2.959 0.0815
H -5.082 3.441 -1.693 0.0769
H -2.162 1.348 -2.821 0.0900
H -1.037 1.982 -1.616 0.0506
H -1.557 3.007 -2.956 0.0918
H -3.466 4.327 0.000 0.0777
H -2.197 4.712 -1.188 0.0833
H -1.853 3.593 0.154 0.0550
H -6.665 0.138 1.134 0.0828
H -5.909 1.671 0.653 0.0750
H -6.820 1.570 2.184 0.0780
H -5.546 -1.293 2.897 0.0821
H -5.847 0.034 4.051 0.0790
H -4.202 -0.615 3.837 0.0877
H -4.022 2.638 2.048 0.0736
H -3.233 1.622 3.260 0.0600
H -4.849 2.300 3.591 0.0817
O 0.320 -0.758 -4.003 -0.3039
S 0.931 0.369 -3.345 0.4575
O 0.654 1.652 -3.962 -0.3316
O 0.710 0.422 -1.873 -0.5848
C 2.728 0.195 -3.488 -0.2018
C 3.350 1.104 -4.344 -0.0662
C 4.724 1.082 -4.524 -0.0934
C 5.499 0.148 -3.854 -0.0936
C 4.898 -0.764 -3.003 -0.0748
C 3.520 -0.747 -2.807 -0.2082
S 2.912 -1.873 -1.546 0.4237
O 3.927 -2.893 -1.417 -0.3088
O 1.601 -2.355 -1.956 -0.3995
O 2.807 -1.002 -0.349 -0.4936
H 2.722 1.834 -4.835 0.1022
H 5.192 1.802 -5.186 0.0948
H 6.576 0.136 -3.983 0.0952
H 5.470 -1.509 -2.466 0.1040
C 4.876 2.416 2.600 -0.2269
Ge 5.363 2.004 0.747 0.7589
C 5.848 0.125 0.561 -0.2000
C 7.002 3.057 0.372 -0.2404
C 4.062 2.636 -0.579 -0.5957
Se 2.142 2.452 -0.206 0.8860
C 2.087 3.741 1.270 -0.4112
H 5.657 2.042 3.266 0.0171
H 3.935 1.933 2.868 -0.0411
H 4.771 3.493 2.747 0.0149
H 6.360 -0.227 1.461 0.0186
H 6.511 -0.006 -0.297 0.0146
H 4.953 -0.481 0.410 -0.0005
H 7.831 2.707 0.996 0.0067
H 6.839 4.119 0.581 0.0067
H 7.293 2.950 -0.676 0.0088
H 4.215 2.072 -1.505 -0.0036
H 4.253 3.686 -0.803 0.0067
H 2.882 4.476 1.145 0.0126
H 2.179 3.227 2.224 -0.0057
H 1.117 4.232 1.222 0.0046
F 2.066 -3.778 2.961 0.1368
C 1.532 -4.756 2.214 -0.5232
F 1.625 -5.900 2.947 0.1215
F 2.317 -4.909 1.140 0.1658
C 0.059 -4.383 1.796 -0.3769
O -0.035 -3.112 1.456 -0.2492
C -0.880 -4.705 3.027 -0.5204
F -2.045 -4.061 2.904 0.1533
F -1.170 -6.018 3.199 0.1281
F -0.321 -4.281 4.186 0.1297
C -0.361 -5.338 0.615 -0.5255
F -1.708 -5.388 0.494 0.1335
F 0.121 -4.891 -0.544 0.1601
F 0.060 -6.620 0.763 0.1293

***

Record 4
84
Properties=species:S:1:pos:R:3:mulliken_spin:R:1 method="wB97M-V/def2-TZVPD" homo_ev="-13.3 / -13.3" spin_multiplicity=2 charge=+2 s2=0.7518 e_lumo_ev="-7.7 / -8.3"
C 2.639 -8.289 -3.752 0.0002
C 3.300 -7.061 -3.964 0.0001
C 4.468 -7.193 -4.725 0.0001
C 4.958 -8.420 -5.163 0.0000
N 4.296 -9.544 -4.901 0.0001
C 3.155 -9.503 -4.207 0.0000
C 2.929 -5.748 -3.399 0.0018
C 2.687 -4.703 -2.801 0.0013
C 2.509 -3.634 -1.907 0.0017
C 1.213 -3.143 -1.902 0.0038
C 0.925 -2.205 -0.858 -0.0006
C 1.907 -1.719 0.112 -0.0021
C 3.123 -2.371 0.037 0.0014
C 3.491 -3.229 -0.987 0.0001
Cu 1.204 -0.335 -1.519 0.0093
P -0.392 0.992 -2.449 -0.0071
H 5.040 -6.281 -4.934 0.0000
H 1.703 -8.302 -3.172 0.0000
H 5.909 -8.471 -5.729 0.0000
H 2.645 -10.464 -4.005 0.0000
H 4.507 -3.660 -1.029 0.0002
H 0.468 -3.531 -2.600 -0.0001
H 3.927 -2.193 0.797 -0.0006
H -0.150 -2.001 -0.940 -0.0002
C -0.831 2.688 -1.878 0.0013
C -0.822 3.802 -2.922 0.0000
H -0.129 2.908 -1.060 0.0008
H -1.820 2.574 -1.403 0.0001
H -1.172 4.731 -2.451 0.0001
H 0.179 3.997 -3.324 0.0008
H -1.490 3.592 -3.769 0.0001
C 0.593 0.927 -3.984 0.0047
C 0.273 -0.118 -5.040 0.0009
H 1.591 0.674 -3.609 0.0080
H 0.623 1.949 -4.366 0.0012
H 1.134 -0.184 -5.713 -0.0001
H 0.115 -1.123 -4.627 -0.0001
H -0.598 0.152 -5.641 0.0001
C -2.017 0.335 -2.959 0.0002
C -2.883 1.198 -3.874 0.0000
H -2.546 0.081 -2.026 0.0000
H -1.761 -0.610 -3.454 0.0001
H -3.746 0.594 -4.179 0.0000
H -3.267 2.095 -3.377 0.0001
H -2.363 1.511 -4.789 0.0000
Br 2.716 -0.770 2.142 0.0043
P 4.344 1.447 -1.233 0.5801
C 3.168 2.095 -2.410 0.0614
C 3.773 3.352 -3.042 0.0126
H 2.268 2.268 -1.799 0.0211
H 3.005 1.295 -3.154 0.0056
H 3.309 3.598 -3.999 0.0067
H 3.644 4.214 -2.376 0.0015
H 4.854 3.228 -3.211 -0.0052
C 3.879 1.963 0.417 0.0922
C 5.167 2.205 1.227 0.0117
H 3.272 1.134 0.825 0.0400
H 3.294 2.891 0.296 0.0043
H 4.941 2.468 2.265 0.0015
H 5.819 1.321 1.253 0.0015
H 5.754 3.023 0.776 -0.0014
C 4.690 -0.274 -1.548 0.0646
C 5.989 -0.348 -2.383 0.0524
H 3.808 -0.655 -2.082 0.0240
H 4.772 -0.787 -0.576 -0.0003
H 6.371 -1.373 -2.433 0.0048
H 5.805 -0.009 -3.413 -0.0016
H 6.765 0.297 -1.942 -0.0102
C -3.363 0.463 1.288 0.0000
O -2.141 0.832 0.648 0.0000
P -1.061 -0.426 0.512 0.0006
O -0.956 -1.062 2.013 0.0002
C -0.722 -0.289 3.192 0.0000
O -2.023 -1.596 -0.198 -0.0001
C -2.198 -2.793 0.567 0.0000
H -4.131 0.344 0.528 0.0000
H -3.644 1.260 1.970 0.0000
H -3.271 -0.466 1.870 0.0000
H 0.128 0.360 2.990 0.0000
H -1.621 0.243 3.534 0.0000
H -0.450 -0.981 3.992 0.0000
H -1.298 -3.424 0.524 0.0000
H -2.422 -2.522 1.615 0.0000
H -3.052 -3.336 0.146 0.0000

***

Record 5
88
Properties=species:S:1:pos:R:3:lowdin_charge:R:1 method="wB97M-V/def2-TZVPD" homo_ev=-4.7 spin_multiplicity=1 charge=0 e_lumo_ev=0.0
Rb -15.830 -9.621 5.294 0.5304
C -22.232 -10.289 6.398 -0.0661
N -20.860 -10.305 6.760 -0.1542
C -20.349 -10.717 7.966 -0.0430
C -18.982 -10.568 7.827 -0.1454
N -18.667 -10.132 6.583 0.0219
C -19.815 -9.913 5.936 -0.4365
P -20.106 -9.185 4.292 1.1675
C -19.147 -7.600 4.438 -0.4764
N -17.907 -7.459 4.872 0.0201
C -17.628 -6.109 4.707 -0.1399
C -18.737 -5.471 4.261 -0.0878
N -19.726 -6.400 4.129 -0.1431
C -21.040 -6.126 3.578 -0.0446
C -19.050 -10.203 3.178 -0.4701
N -17.754 -10.476 3.224 0.0068
C -17.490 -11.303 2.155 -0.1460
C -18.647 -11.512 1.484 -0.0796
N -19.653 -10.838 2.136 -0.1300
C -21.010 -10.750 1.601 -0.0338
H -22.883 -10.296 7.226 0.0745
H -22.442 -9.371 5.827 0.0705
H -22.529 -11.115 5.725 0.1025
H -21.039 -11.136 8.687 0.1202
H -18.235 -10.798 8.565 0.0966
H -16.628 -5.713 4.882 0.0768
H -18.915 -4.398 4.029 0.1369
H -21.320 -5.074 3.796 0.0984
H -21.025 -6.232 2.483 0.0930
H -21.815 -6.784 3.999 0.0701
H -16.477 -11.599 1.864 0.1023
H -18.853 -12.092 0.618 0.1125
H -21.312 -11.728 1.213 0.0976
H -21.719 -10.534 2.386 0.0527
H -21.107 -9.958 0.874 0.0898
C -17.438 -7.373 1.081 -0.2054
Si -15.649 -7.870 0.819 0.6127
C -15.771 -8.865 -0.807 -0.2417
C -14.267 -6.564 0.780 -0.3098
C -14.149 -5.992 -0.496 -0.1580
C -13.195 -5.073 -0.859 -0.1113
C -12.384 -4.585 0.169 -0.1007
C -12.502 -5.068 1.469 -0.1149
C -13.434 -6.075 1.795 -0.3086
Si -13.563 -6.685 3.709 0.5631
C -12.495 -5.269 4.553 -0.3183
C -12.451 -8.266 3.585 -0.3208
H -17.813 -6.474 0.532 0.0495
H -17.503 -7.202 2.172 -0.0056
H -18.078 -8.272 0.878 0.0289
H -16.401 -8.161 -1.384 0.0203
H -16.282 -9.818 -0.718 0.0041
H -14.847 -9.009 -1.371 0.0238
H -14.868 -6.225 -1.273 0.0839
H -13.187 -4.643 -1.860 0.0968
H -11.634 -3.823 -0.092 0.0998
H -11.814 -4.630 2.173 0.0742
H -11.444 -5.336 4.277 -0.0047
H -12.561 -5.370 5.662 0.0014
H -12.719 -4.242 4.300 -0.0059
H -11.539 -8.135 2.969 0.0229
H -13.045 -9.037 3.133 -0.0540
H -12.115 -8.566 4.580 -0.0078
N -11.244 -11.492 5.713 0.0425
C -11.246 -12.942 5.524 -0.3820
C -12.045 -13.559 6.709 -0.1190
C -13.549 -13.520 6.513 -0.3741
N -14.097 -12.151 6.673 0.0261
C -13.862 -14.180 5.188 -0.1384
C -13.264 -13.479 3.989 -0.3549
N -13.852 -12.109 3.949 0.0453
C -11.742 -13.413 4.157 -0.1315
H -10.966 -11.043 4.847 0.0666
H -13.238 -11.425 4.378 0.0348
H -12.149 -11.122 5.959 0.0342
H -10.192 -13.300 5.568 0.1353
H -11.767 -12.956 7.587 0.1197
H -11.706 -14.605 6.790 0.1207
H -13.982 -14.170 7.278 0.1325
H -14.536 -12.004 7.565 0.0695
H -14.816 -11.992 5.945 -0.0045
H -14.932 -14.246 4.971 0.1188
H -13.418 -15.203 5.171 0.1339
H -13.464 -13.962 3.053 0.1308
H -15.173 -9.278 1.878 0.0342
H -13.778 -11.845 2.996 0.0575
H -11.325 -12.762 3.374 0.1180
H -11.281 -14.416 3.970 0.1253

***

The E results, record by record, are as follows: -4376.1002 -2578.6817 -14071.4950 -6613.3653 -2532.3038 Eh.
The largest force on an atom results, record by record, are as follows: 2.1 3.9 0.6 3.6 3.4 eV/Å.